[1]
The following is a quantum chemistry calculation of a molecular structure, C35H53AsHgNOP2 in a non-equilibrium geometry, from the Open Molecules 2025 dataset.

Properties
DFT total energy = -124268.1215 eV
Multiplicity = 1
Maximum force = 17.2 eV/A
ΔE to the lowest compared entry with this formula, charge and spin = 178.1 kcal/mol
LUMO level = -2.160 eV
Charge = +1
Kohn-Sham gap = 7.4 eV

Geometry as XYZ:
```
94
Properties=species:S:1:pos:R:3:mulliken_charge:R:1
Hg -0.42 -1.58 -0.44 2.057
P 1.51 -1.83 -1.51 0.125
P -2.59 -1.48 0.03 -0.683
N -1.18 -2.18 -2.48 -0.441
C 1.07 -1.71 -3.35 -0.927
H 1.67 -0.92 -3.83 0.368
H 1.33 -2.66 -3.85 0.467
C -0.43 -1.41 -3.50 -0.662
H -0.63 -0.34 -3.33 0.002
H -0.77 -1.67 -4.52 0.598
C -2.67 -2.19 -2.63 -1.055
H -3.01 -3.21 -2.40 0.421
H -2.94 -1.98 -3.68 0.467
C -3.33 -1.20 -1.67 -0.914
H -4.43 -1.29 -1.70 0.546
H -3.07 -0.16 -1.95 0.371
C -3.32 -0.13 1.12 0.372
C -2.35 1.04 1.38 -0.295
H -2.28 1.72 0.52 0.439
H -1.34 0.66 1.61 -0.831
H -2.70 1.62 2.25 0.543
C -3.44 -3.05 0.63 0.859
C -2.88 -3.45 2.00 -1.481
H -2.64 -4.53 2.01 0.335
H -3.62 -3.27 2.80 0.460
H -1.96 -2.89 2.23 0.169
C 2.47 -3.45 -1.45 0.565
C 3.42 -3.46 -0.24 -1.488
H 3.70 -4.48 0.07 0.517
H 2.93 -2.95 0.62 0.157
H 4.36 -2.92 -0.48 0.335
C 2.81 -0.47 -1.37 1.176
C 3.24 -0.21 0.09 -0.718
H 3.70 0.79 0.17 0.540
H 3.98 -0.95 0.44 0.301
H 2.37 -0.25 0.77 -0.630
C 0.22 -1.61 1.20 0.188
C -4.98 -3.01 0.61 -1.846
H -5.36 -1.99 0.46 0.436
H -5.40 -3.66 -0.18 0.277
H -5.37 -3.37 1.58 0.473
C 3.26 -3.64 -2.75 -1.653
H 4.29 -4.00 -2.54 0.371
H 2.77 -4.39 -3.39 0.325
H 3.34 -2.70 -3.33 0.503
C 4.01 -0.64 -2.31 -1.718
H 4.70 0.22 -2.22 0.451
H 4.59 -1.55 -2.05 0.284
H 3.71 -0.72 -3.37 0.376
C -3.80 -0.74 2.45 -1.786
H -2.99 -1.27 2.98 0.305
H -4.17 0.05 3.13 0.552
H -4.62 -1.46 2.26 0.343
H -4.20 0.26 0.58 0.735
H 2.23 0.41 -1.70 0.049
H -3.08 -3.79 -0.11 0.833
H 1.73 -4.27 -1.34 0.633
O 0.64 -1.71 2.30 -0.507
H -0.86 -3.15 -2.50 0.271
H -0.52 -3.23 -0.16 -0.114
C -1.15 4.25 4.07 -0.676
C -1.15 4.79 2.78 -0.801
C -0.68 4.04 1.69 -0.874
C -0.18 2.73 1.86 0.684
C -0.23 2.21 3.20 0.087
C -0.70 2.96 4.27 -1.054
As 0.52 1.47 0.37 1.705
C -0.08 2.60 -1.13 1.140
C -1.04 2.10 -2.01 -0.507
C -1.51 2.88 -3.07 -0.560
C -1.03 4.17 -3.26 -0.766
C -0.07 4.69 -2.40 -0.826
C 0.41 3.90 -1.34 -1.115
C 2.14 1.99 1.52 -0.144
C 2.96 3.09 1.19 -0.372
C 4.07 3.43 1.98 -0.860
C 4.39 2.68 3.11 -0.710
C 3.61 1.58 3.45 -1.221
C 2.51 1.24 2.67 0.531
H -1.52 4.83 4.91 0.393
H -1.52 5.79 2.63 0.439
H -0.73 4.50 0.73 0.422
H 0.07 1.20 3.41 0.076
H -0.72 2.52 5.26 0.465
H -1.41 1.11 -1.84 0.273
H -2.27 2.48 -3.74 0.470
H -1.40 4.79 -4.07 0.388
H 0.31 5.69 -2.53 0.452
H 1.13 4.35 -0.69 0.315
H 2.77 3.69 0.33 0.268
H 4.68 4.28 1.72 0.461
H 5.25 2.94 3.71 0.388
H 3.87 0.98 4.31 0.489
H 1.95 0.36 2.95 0.193
```

---

[2]
The following is a quantum chemistry calculation of a molecular structure, C35H53AsN5P2S2Si2V, from the Open Molecules 2025 dataset.

Properties
DFT total energy = -187134.6250 eV
<S²> = 3.80
Multiplicity = 4
Maximum force = 0.5 eV/A
ΔE to the lowest compared entry with this formula, charge and spin = 0.7 kcal/mol
LUMO level (spin up / spin down) = -3.206 / -3.339 eV
Charge = +1
Kohn-Sham gap (spin up / spin down) = 5.7 / 5.6 eV

Geometry as XYZ:
```
101
Properties=species:S:1:pos:R:3:mulliken_spin:R:1
V 0.67 0.05 -0.87 2.220
C 0.66 -2.83 3.15 0.010
P -0.26 -1.96 1.87 0.023
C -1.08 -3.24 0.86 0.016
N -1.80 -4.06 1.58 0.001
C -2.54 -5.00 0.95 0.003
C -3.32 -5.91 1.69 -0.001
C -4.10 -6.81 1.03 0.001
C -4.14 -6.84 -0.39 0.001
C -3.39 -5.97 -1.13 -0.001
C -2.56 -5.03 -0.47 0.002
N -1.78 -4.20 -1.19 0.003
C -1.02 -3.33 -0.56 -0.043
P 0.16 -2.41 -1.65 0.115
C -0.73 -2.55 -3.25 -0.001
C 1.56 -3.63 -1.85 -0.002
C 1.07 -5.08 -1.96 0.000
C 2.31 -3.24 -3.13 0.008
C 2.50 -3.51 -0.65 0.015
C -1.59 -0.95 2.64 0.037
C -0.90 0.29 3.24 0.007
C -2.34 -1.71 3.73 0.004
C -2.55 -0.50 1.53 0.046
H 0.00 -3.51 3.68 0.000
H 1.08 -2.10 3.84 -0.001
H 1.47 -3.38 2.69 -0.006
H -3.28 -5.86 2.77 0.000
H -4.70 -7.52 1.58 0.000
H -4.77 -7.57 -0.88 0.000
H -3.39 -5.98 -2.21 0.000
H -0.83 -3.58 -3.58 0.000
H -0.18 -1.97 -4.00 0.000
H -1.72 -2.12 -3.14 0.004
H 0.31 -5.21 -2.73 0.000
H 0.67 -5.45 -1.02 0.001
H 1.93 -5.71 -2.23 -0.001
H 1.72 -3.46 -4.02 0.001
H 3.23 -3.83 -3.19 0.000
H 2.59 -2.19 -3.13 0.005
H 1.98 -3.69 0.30 -0.006
H 2.96 -2.53 -0.59 0.015
H 3.29 -4.26 -0.74 -0.003
H -0.20 0.01 4.04 -0.001
H -1.66 0.93 3.69 0.000
H -0.36 0.87 2.49 -0.005
H -1.68 -1.98 4.56 0.001
H -2.82 -2.61 3.35 0.000
H -3.12 -1.06 4.13 0.001
H -2.01 0.05 0.75 0.041
H -3.29 0.17 1.96 0.000
H -3.08 -1.35 1.08 0.004
N 2.24 0.89 -4.72 0.008
C 3.52 0.63 -4.24 -0.012
C 4.77 0.65 -4.86 0.002
C 5.84 0.31 -4.06 -0.001
C 5.69 -0.02 -2.71 0.007
C 4.45 -0.03 -2.10 -0.023
C 3.35 0.31 -2.89 0.102
N 2.00 0.38 -2.58 -0.158
C 1.39 0.74 -3.68 0.089
C -0.06 0.85 -3.72 0.021
C -0.87 1.13 -4.77 0.010
S -2.50 1.02 -4.28 0.003
C -2.00 0.60 -2.71 0.068
N -0.71 0.55 -2.54 -0.281
H 2.01 1.20 -5.65 0.000
H 4.89 0.91 -5.90 0.000
H 6.84 0.31 -4.49 0.000
H 6.57 -0.27 -2.13 0.000
H 4.32 -0.28 -1.06 -0.019
H -0.61 1.39 -5.78 0.000
H -2.70 0.39 -1.91 0.008
S 2.25 -0.40 1.01 0.387
C 0.69 -0.98 0.85 0.293
C -1.23 5.46 0.27 -0.005
Si -1.27 3.81 -0.63 0.012
C -1.40 4.20 -2.47 -0.001
C -2.85 2.96 -0.06 0.001
As 0.53 2.47 -0.01 -0.061
Si 2.33 3.70 -0.86 0.029
C 2.29 3.89 -2.75 0.000
C 3.93 2.86 -0.34 0.008
C 2.34 5.44 -0.15 -0.002
H -2.24 5.90 0.23 0.000
H -0.54 6.17 -0.17 0.000
H -0.97 5.34 1.32 0.000
H -2.31 4.76 -2.69 0.000
H -1.40 3.30 -3.09 0.002
H -0.55 4.81 -2.79 -0.001
H -3.71 3.61 -0.25 0.000
H -2.80 2.78 1.02 0.001
H -3.05 2.00 -0.54 0.000
H 1.32 3.63 -3.16 -0.001
H 3.05 3.27 -3.22 0.001
H 2.50 4.93 -3.02 -0.001
H 3.77 1.84 0.01 -0.002
H 4.39 3.41 0.49 -0.002
H 4.65 2.83 -1.16 0.001
H 1.62 6.09 -0.65 0.000
H 3.33 5.88 -0.31 0.000
H 2.13 5.45 0.92 0.000
```

---

Which value of ΔE to the lowest compared entry with this formula, charge and spin does entry 1 give?
178.1 kcal/mol